{
  "formula": "C18H45ClLiN3O6",
  "method": "ωB97M-V/def2-TZVPD",
  "symbols": ["Li", "Cl", "C", "O", "C", "C", "N", "C", "C", "O", "C", "H", "H", "H", "H", "H", "H", "H", "H", "H", "H", "H", "H", "H", "H", "H", "C", "O", "C", "C", "N", "C", "C", "O", "C", "H", "H", "H", "H", "H", "H", "H", "H", "H", "H", "H", "H", "H", "H", "H", "C", "O", "C", "C", "N", "C", "C", "O", "C", "H", "H", "H", "H", "H", "H", "H", "H", "H", "H", "H", "H", "H", "H", "H"],
  "positions_angstrom": [[9.693, 18.810, 14.176], [9.658, 20.162, 12.395], [9.066, 19.010, 5.923], [9.803, 19.481, 7.024], [9.168, 20.575, 7.674], [8.107, 20.087, 8.642], [7.716, 21.111, 9.626], [6.541, 20.656, 10.376], [6.125, 21.686, 11.412], [4.807, 21.367, 11.807], [4.333, 22.105, 12.913], [8.638, 19.802, 5.298], [8.247, 18.319, 6.151], [9.798, 18.471, 5.318], [8.741, 21.234, 6.915], [9.939, 21.112, 8.224], [8.493, 19.188, 9.146], [7.217, 19.721, 8.116], [8.465, 20.987, 10.306], [6.849, 19.755, 10.932], [5.693, 20.456, 9.722], [6.158, 22.662, 10.912], [6.803, 21.681, 12.271], [5.134, 22.250, 13.652], [3.517, 21.534, 13.345], [4.055, 23.116, 12.592], [3.380, 18.845, 15.963], [4.465, 18.538, 15.114], [5.552, 19.421, 15.209], [6.563, 19.066, 14.127], [7.517, 17.980, 14.472], [6.828, 16.697, 14.702], [7.695, 15.506, 14.329], [7.079, 14.266, 14.610], [7.391, 13.696, 15.855], [2.943, 19.804, 15.652], [3.745, 18.933, 16.994], [2.598, 18.094, 15.892], [6.018, 19.333, 16.202], [5.260, 20.469, 15.086], [7.219, 19.939, 14.001], [6.206, 18.925, 13.109], [7.929, 18.224, 15.372], [5.887, 16.658, 14.157], [6.530, 16.601, 15.753], [8.675, 15.545, 14.823], [7.876, 15.465, 13.254], [7.448, 14.449, 16.644], [8.318, 13.108, 15.810], [6.629, 12.954, 16.096], [14.953, 27.614, 13.190], [15.702, 27.495, 11.993], [16.825, 26.671, 12.094], [16.550, 25.216, 12.445], [15.777, 24.545, 11.390], [15.759, 23.099, 11.600], [14.714, 22.439, 10.713], [13.429, 22.844, 11.135], [12.389, 22.132, 10.485], [14.141, 28.321, 13.052], [15.623, 27.903, 14.005], [14.484, 26.642, 13.392], [17.497, 27.076, 12.861], [17.354, 26.669, 11.143], [15.969, 25.201, 13.381], [17.487, 24.678, 12.585], [14.807, 24.817, 11.532], [15.480, 22.883, 12.646], [16.709, 22.582, 11.442], [14.838, 21.352, 10.754], [14.897, 22.813, 9.694], [12.079, 22.611, 9.549], [11.539, 22.122, 11.167], [12.644, 21.094, 10.257]],
  "lowdin_charge": [0.58, -0.34, -0.13, -0.19, -0.21, -0.23, -0.06, -0.23, -0.24, -0.20, -0.11, 0.09, 0.08, 0.09, 0.12, 0.12, 0.12, 0.11, 0.00, 0.10, 0.12, 0.13, 0.10, 0.07, 0.08, 0.09, -0.09, -0.20, -0.22, -0.20, -0.11, -0.20, -0.22, -0.18, -0.12, 0.09, 0.09, 0.09, 0.13, 0.11, 0.07, 0.12, 0.09, 0.13, 0.12, 0.12, 0.13, 0.08, 0.09, 0.09, -0.10, -0.18, -0.25, -0.22, -0.05, -0.23, -0.24, -0.19, -0.12, 0.09, 0.09, 0.08, 0.12, 0.12, 0.11, 0.12, 0.11, 0.12, 0.12, 0.12, 0.13, 0.08, 0.04, 0.08],
  "homo_ev": -8.64,
  "mol_weight_g_mol": 442.0,
  "e_lumo_ha": -0.0327,
  "orbital_gap_ha": 0.28461,
  "e_above_lowest_kcal_mol": 58.3
}


{
  "formula": "C18H45F2KNO16P3S2",
  "method": "ωB97M-V/def2-TZVPD",
  "symbols": ["K", "N", "S", "O", "O", "F", "S", "O", "O", "F", "C", "C", "O", "P", "O", "O", "C", "C", "O", "C", "C", "H", "H", "H", "H", "H", "H", "H", "H", "H", "H", "H", "H", "H", "H", "H", "C", "C", "O", "P", "O", "O", "C", "C", "O", "C", "C", "H", "H", "H", "H", "H", "H", "H", "H", "H", "H", "H", "H", "H", "H", "H", "C", "C", "O", "P", "O", "O", "C", "C", "O", "C", "C", "H", "H", "H", "H", "H", "H", "H", "H", "H", "H", "H", "H", "H", "H", "H"],
  "positions_angstrom": [[1.948, 0.682, -1.681], [7.310, 0.058, -2.713], [8.267, 0.918, -3.596], [8.129, 0.714, -5.041], [9.502, 1.500, -3.054], [7.266, 2.187, -3.352], [8.524, -1.243, -2.809], [9.629, -1.366, -1.830], [8.813, -1.812, -4.145], [7.485, -2.380, -2.361], [3.471, 4.929, 7.402], [2.602, 4.529, 6.197], [2.828, 5.522, 5.260], [3.190, 5.081, 3.788], [2.098, 4.369, 3.068], [3.722, 6.375, 3.080], [3.689, 6.530, 1.707], [2.383, 7.238, 1.364], [4.544, 4.266, 4.008], [5.705, 4.971, 4.451], [6.745, 4.033, 5.033], [4.492, 4.740, 7.073], [3.440, 6.014, 7.506], [3.161, 4.322, 8.252], [2.824, 3.488, 5.965], [1.550, 4.613, 6.471], [4.585, 7.009, 1.310], [3.739, 5.593, 1.151], [2.068, 7.303, 0.322], [1.566, 6.653, 1.787], [2.347, 8.205, 1.867], [6.151, 5.298, 3.512], [5.432, 5.738, 5.176], [6.241, 3.388, 5.753], [7.247, 3.416, 4.287], [7.516, 4.534, 5.618], [1.156, -4.840, 2.580], [0.120, -6.010, 2.748], [-1.151, -5.830, 2.097], [-1.939, -4.432, 2.087], [-1.227, -3.305, 1.330], [-3.428, -4.884, 1.568], [-4.030, -6.142, 1.899], [-5.253, -6.355, 0.981], [-2.262, -4.104, 3.646], [-1.340, -3.273, 4.346], [-0.796, -4.027, 5.520], [2.154, -5.098, 2.936], [1.210, -4.479, 1.553], [0.781, -3.935, 3.057], [0.652, -6.919, 2.468], [0.074, -6.416, 3.759], [-3.408, -7.005, 1.664], [-4.177, -6.339, 2.961], [-6.075, -6.726, 1.595], [-5.445, -5.347, 0.615], [-5.121, -7.118, 0.213], [-0.729, -2.704, 3.646], [-2.120, -2.568, 4.637], [-0.105, -3.571, 6.230], [-1.492, -4.776, 5.898], [0.050, -4.579, 5.111], [-6.237, -3.035, -6.203], [-5.119, -2.211, -5.628], [-5.486, -0.870, -5.551], [-4.546, 0.347, -5.890], [-3.056, 0.094, -5.800], [-5.075, 1.039, -7.309], [-4.751, 0.310, -8.499], [-5.204, 1.083, -9.718], [-5.099, 1.495, -4.931], [-4.908, 1.223, -3.528], [-6.034, 0.662, -2.582], [-6.709, -2.592, -7.081], [-5.790, -3.999, -6.447], [-7.006, -3.057, -5.431], [-4.866, -2.714, -4.695], [-4.191, -2.485, -6.132], [-3.673, 0.152, -8.544], [-5.388, -0.574, -8.457], [-6.129, 1.658, -9.679], [-4.366, 1.751, -9.917], [-5.257, 0.285, -10.459], [-3.870, 0.898, -3.454], [-4.865, 2.206, -3.059], [-5.848, -0.412, -2.617], [-5.827, 1.005, -1.568], [-7.006, 1.108, -2.790]],
  "lowdin_charge": [0.98, -0.26, 0.43, -0.31, -0.30, -0.28, 0.60, -0.31, -0.31, -0.24, -0.05, -0.30, -0.17, 0.40, -0.24, -0.16, -0.29, -0.07, -0.18, -0.27, -0.07, 0.06, 0.09, 0.08, 0.12, 0.12, 0.12, 0.11, 0.08, 0.07, 0.08, 0.12, 0.12, 0.07, 0.08, 0.08, -0.07, -0.24, -0.18, 0.54, -0.28, -0.18, -0.28, -0.06, -0.19, -0.29, -0.06, 0.08, 0.07, 0.03, 0.11, 0.11, 0.10, 0.12, 0.07, 0.08, 0.07, 0.10, 0.12, 0.09, 0.10, 0.05, -0.07, -0.32, -0.15, 0.48, -0.27, -0.19, -0.29, -0.07, -0.18, -0.26, -0.05, 0.08, 0.09, 0.08, 0.12, 0.12, 0.12, 0.11, 0.08, 0.08, 0.08, 0.11, 0.10, 0.06, 0.07, 0.08],
  "homo_ev": -8.45,
  "mol_weight_g_mol": 765.7,
  "e_lumo_ha": -0.0785,
  "orbital_gap_ha": 0.23217,
  "e_above_lowest_kcal_mol": 127.3
}


{
  "formula": "C18H45F6N3O6PSr",
  "method": "ωB97M-V/def2-TZVPD",
  "symbols": ["Sr", "P", "F", "F", "F", "F", "F", "F", "C", "O", "C", "C", "N", "C", "C", "O", "C", "H", "H", "H", "H", "H", "H", "H", "H", "H", "H", "H", "H", "H", "H", "H", "C", "O", "C", "C", "N", "C", "C", "O", "C", "H", "H", "H", "H", "H", "H", "H", "H", "H", "H", "H", "H", "H", "H", "H", "C", "O", "C", "C", "N", "C", "C", "O", "C", "H", "H", "H", "H", "H", "H", "H", "H", "H", "H", "H", "H", "H", "H", "H"],
  "positions_angstrom": [[1.433, 1.632, -0.448], [1.526, -0.738, 1.903], [1.702, 0.093, 3.206], [2.816, -1.773, 2.263], [0.233, -1.657, 2.565], [1.454, -1.524, 0.444], [0.465, 0.379, 1.385], [2.643, 0.308, 1.279], [-6.655, -5.695, -0.435], [-5.864, -4.577, -0.772], [-5.741, -3.640, 0.358], [-4.780, -2.508, -0.057], [-3.465, -3.088, -0.166], [-2.827, -3.455, 1.107], [-1.383, -4.015, 1.053], [-1.467, -5.453, 0.904], [-0.182, -5.958, 0.994], [-7.593, -5.786, -0.983], [-7.037, -5.808, 0.580], [-6.052, -6.603, -0.424], [-5.459, -4.193, 1.254], [-6.596, -3.050, 0.690], [-4.724, -1.750, 0.724], [-5.015, -1.953, -0.966], [-3.529, -3.944, -0.698], [-3.505, -4.166, 1.580], [-2.828, -2.572, 1.746], [-0.864, -3.650, 1.940], [-0.705, -3.651, 0.281], [0.172, -5.688, 1.989], [0.490, -5.659, 0.189], [-0.353, -7.017, 1.186], [-1.858, 0.733, -0.424], [-0.983, 1.711, -0.812], [-1.595, 3.007, -0.642], [-0.853, 4.226, -1.372], [0.595, 4.009, -1.249], [1.334, 4.992, -0.343], [0.918, 4.875, 1.125], [1.036, 3.498, 1.512], [0.471, 3.270, 2.776], [-2.222, 0.757, 0.603], [-1.497, -0.267, -0.663], [-2.757, 0.726, -1.040], [-1.431, 3.136, 0.428], [-2.666, 2.939, -0.834], [-1.243, 5.230, -1.203], [-1.012, 4.134, -2.447], [1.021, 4.046, -2.164], [1.210, 6.028, -0.658], [2.398, 4.756, -0.325], [-0.140, 5.126, 1.206], [1.583, 5.545, 1.670], [0.687, 2.268, 3.146], [-0.576, 3.570, 2.738], [0.893, 3.925, 3.537], [0.347, -0.852, -2.802], [1.410, -0.116, -2.232], [2.592, -0.433, -2.919], [3.834, -0.089, -2.061], [3.772, 1.307, -1.558], [4.902, 1.602, -0.772], [4.723, 3.031, -0.498], [3.532, 3.001, 0.373], [4.020, 2.944, 1.780], [-0.599, -0.322, -2.689], [0.217, -1.851, -2.387], [0.428, -0.866, -3.889], [2.897, 0.157, -3.783], [2.750, -1.494, -3.114], [4.717, -0.364, -2.638], [3.747, -0.829, -1.266], [3.642, 1.903, -2.363], [5.908, 1.468, -1.170], [4.873, 0.984, 0.125], [4.528, 3.534, -1.446], [5.564, 3.613, -0.122], [3.238, 3.116, 2.519], [4.925, 3.549, 1.820], [4.411, 1.929, 1.853]],
  "lowdin_spin": [0.00, 0.00, 0.00, 0.00, 0.00, 0.00, 0.00, 0.00, 0.00, 0.00, 0.07, 0.07, 0.67, 0.08, 0.01, 0.01, 0.00, 0.00, 0.00, 0.00, 0.00, 0.01, 0.00, 0.01, 0.02, 0.04, 0.00, 0.00, 0.00, 0.00, 0.00, 0.00, 0.00, 0.00, 0.00, 0.00, 0.00, 0.00, 0.00, 0.00, 0.00, 0.00, 0.00, 0.00, 0.00, 0.00, 0.00, 0.00, 0.00, 0.00, 0.00, 0.00, 0.00, 0.00, 0.00, 0.00, 0.00, 0.00, 0.00, 0.00, 0.00, 0.00, 0.00, 0.00, 0.00, 0.00, 0.00, 0.00, 0.00, 0.00, 0.00, 0.00, 0.00, 0.00, 0.00, 0.00, 0.00, 0.00, 0.00, 0.00],
  "homo_ev": [-14.89, -14.84],
  "mol_weight_g_mol": 632.2,
  "e_lumo_ha": [-0.1646, -0.3432],
  "orbital_gap_ha": [0.38242, 0.20209],
  "e_above_lowest_kcal_mol": 10.3,
  "charge": 2,
  "spin_multiplicity": 2
}